No. 1
11
Properties=species:S:1:pos:R:3:forces:R:3:nbo_charge:R:1 method="wB97M-V/def2-TZVPD" e_homo_ev=-9.39 smiles="CNC(=O)C=O"
C 0.9425 1.2127 -0.7283 0.1504 0.2669 -0.0242 -0.42
N 0.4530 -0.1193 -0.4096 -0.5786 0.1404 0.0214 -0.62
C -0.2963 -0.2107 0.7464 -0.7805 0.8946 -0.0181 0.63
O -0.0080 0.3375 1.7850 -0.5190 0.1070 -0.5139 -0.57
C -1.3588 -1.3422 0.6943 1.6529 -0.8869 0.6266 0.28
O -0.5883 -2.2587 0.8773 -0.5908 -1.9373 -0.0595 -0.49
H 1.4588 1.6118 0.1441 -0.0079 -0.0228 -0.1418 0.23
H 1.6339 1.1714 -1.5714 -0.0554 -0.0537 0.1320 0.21
H 0.1059 1.8796 -0.9786 0.2433 0.0195 -0.0101 0.18
H 0.1054 -0.6544 -1.1933 -0.0312 0.0959 0.0949 0.38
H -2.4482 -1.6277 0.6342 0.5168 1.3764 -0.1073 0.18

***

No. 2
19
Properties=species:S:1:pos:R:3:forces:R:3:nbo_charge:R:1 method="wB97M-V/def2-TZVPD" e_homo_ev=-8.27
C -2.6716 -0.1686 1.2032 1.5838 -3.7841 0.2562 -0.22
N -2.0012 -1.0852 0.3957 -2.2158 2.7598 2.5093 -0.23
N -1.5442 -0.6592 -0.8839 -2.0464 3.9304 3.2681 -0.47
C -0.2009 -0.9519 -1.3303 -1.8674 -3.1059 -1.4520 -0.34
C 0.7334 -0.2886 -0.4714 3.8434 2.2394 5.8062 0.50
N 0.6136 0.9397 0.1421 2.5031 -6.7797 -1.5173 -0.38
N -0.2209 1.7281 -0.5271 -0.7917 1.8564 -3.6924 -0.65
O 1.7838 -1.1028 -0.0074 -0.7374 0.7835 0.1935 -0.52
C 2.7452 -0.4190 0.9218 -2.4261 3.0247 -0.8889 -0.34
H -2.8380 0.9699 1.3481 0.6375 -1.7179 -1.6151 0.19
H -3.0855 -0.6999 2.1687 0.9090 0.8718 -2.1229 0.19
H -1.4918 0.4276 -0.5965 -0.2619 -2.1989 -2.2937 0.38
H -0.0925 -2.0827 -1.7268 0.3469 2.4849 1.7161 0.26
H -0.3224 -0.4450 -2.2371 0.7087 0.9149 -1.9206 0.23
H -0.1360 2.6293 -0.0785 -0.1534 0.4277 -0.6624 0.38
H 0.2084 1.7167 -1.5433 -1.7770 1.2015 2.2947 0.35
H 3.5174 0.0574 0.1256 -1.2911 -1.1369 2.5547 0.19
H 1.8927 0.5185 1.3095 3.5694 -2.5991 -0.4768 0.26
H 3.1107 -1.0842 1.7875 -0.5336 0.8275 -1.9568 0.22

***

For each record above, in turn, the calculated energy relative to the best compared isomer or geometry (same formula, charge and spin) values are 49.7, 184.1 kcal per mole.